# 1
{"formula": "C45H61Br3N4O23", "method": "ωB97M-V/def2-TZVPD", "elements": ["C", "C", "C", "C", "C", "C", "N", "O", "O", "H", "H", "H", "H", "H", "C", "C", "C", "C", "C", "C", "N", "O", "O", "H", "H", "H", "H", "H", "C", "C", "C", "C", "C", "C", "N", "O", "O", "H", "H", "H", "H", "H", "C", "C", "C", "C", "C", "C", "N", "O", "O", "H", "H", "H", "H", "H", "C", "C", "O", "C", "O", "O", "C", "H", "H", "H", "H", "H", "H", "H", "H", "C", "C", "O", "C", "O", "O", "C", "H", "H", "H", "H", "H", "H", "H", "H", "C", "C", "O", "C", "O", "O", "C", "H", "H", "H", "H", "H", "H", "H", "H", "C", "C", "O", "C", "O", "O", "C", "H", "H", "H", "H", "H", "H", "H", "H", "C", "C", "O", "C", "O", "O", "C", "H", "H", "H", "H", "H", "H", "H", "H", "C", "Br", "Br", "Br", "H"], "coordinates": [[4.89295, -1.65085, -0.17616], [5.08272, -3.00508, -0.40129], [4.07780, -3.91183, -0.08440], [2.91403, -3.48024, 0.51248], [2.77103, -2.12988, 0.80647], [3.76428, -1.21888, 0.50466], [1.99794, -4.43033, 1.11710], [0.89845, -4.03728, 1.46852], [2.36312, -5.58064, 1.23477], [5.69884, -0.96548, -0.40959], [5.95990, -3.37713, -0.91149], [4.29002, -4.96043, -0.25193], [2.02535, -1.87627, 1.55175], [3.61256, -0.20897, 0.85918], [-1.46635, -1.24786, 0.97710], [-1.35036, 0.06138, 1.44778], [-0.50979, 0.91930, 0.76600], [0.14956, 0.51987, -0.37429], [0.11981, -0.80247, -0.77719], [-0.73863, -1.66770, -0.12638], [0.87995, 1.50753, -1.17641], [1.22121, 1.17797, -2.28888], [1.20190, 2.53672, -0.60023], [-2.07516, -1.91860, 1.56583], [-1.86065, 0.32530, 2.35899], [-0.43702, 1.98352, 0.96478], [0.59760, -1.10809, -1.69840], [-0.81501, -2.71068, -0.40394], [3.10441, 6.52367, -3.06318], [2.81749, 5.28402, -2.50549], [2.50647, 4.22260, -3.33066], [2.57229, 4.38591, -4.70089], [2.75123, 5.64001, -5.26332], [3.01473, 6.70999, -4.43695], [2.41872, 3.24147, -5.58502], [2.15168, 2.15046, -5.12443], [2.63902, 3.42300, -6.77144], [3.31719, 7.32322, -2.36475], [2.81329, 5.19063, -1.42925], [2.33757, 3.23186, -2.92945], [2.74776, 5.72090, -6.34047], [3.12773, 7.70352, -4.85084], [-0.90345, -5.92946, 7.84047], [-0.96206, -4.60725, 8.24753], [-0.97774, -3.64110, 7.25672], [-0.87958, -3.98636, 5.92340], [-0.73613, -5.30637, 5.55357], [-0.78906, -6.30556, 6.50495], [-1.00888, -2.95526, 4.91217], [-1.32890, -1.83096, 5.25962], [-0.87712, -3.29172, 3.75095], [-0.84345, -6.69509, 8.60822], [-0.94600, -4.28608, 9.27699], [-1.09718, -2.59911, 7.52612], [-0.54329, -5.60104, 4.52866], [-0.85167, -7.36154, 6.29245], [8.84603, 5.43032, 0.86418], [7.48472, 6.09527, 0.93241], [6.54576, 5.35558, 0.13196], [5.60427, 4.66213, 0.75974], [5.43355, 4.68209, 1.95227], [4.98429, 3.90728, -0.13389], [4.19161, 2.84403, 0.39702], [9.46005, 6.02327, 1.54947], [9.25131, 5.58862, -0.13075], [8.79782, 4.39314, 1.17695], [7.51545, 7.06569, 0.42550], [7.08629, 6.34603, 1.91340], [3.21339, 3.19605, 0.71299], [4.70764, 2.43395, 1.26738], [4.10185, 2.06851, -0.35666], [-1.18651, -4.23586, -3.74499], [-0.87627, -2.76351, -3.88054], [-1.69371, -2.15450, -4.87130], [-2.53547, -1.22528, -4.51739], [-2.69604, -0.79767, -3.39832], [-3.21944, -0.84800, -5.58540], [-4.30864, 0.02979, -5.34572], [-1.02246, -4.73571, -4.70523], [-2.24101, -4.47499, -3.57790], [-0.62904, -4.65813, -2.91132], [0.16856, -2.57843, -4.13224], [-1.00842, -2.28068, -2.90692], [-3.99383, 0.99022, -4.93279], [-5.01736, -0.43094, -4.65936], [-4.76378, 0.24560, -6.30775], [-2.79814, -8.25293, -4.77606], [-2.22630, -8.65126, -3.42279], [-1.89063, -7.42919, -2.77526], [-1.59388, -7.44660, -1.48204], [-1.53981, -8.42092, -0.77824], [-1.37357, -6.19546, -1.09591], [-1.03567, -5.98150, 0.27568], [-3.72895, -7.69830, -4.65364], [-2.99104, -9.10116, -5.43019], [-2.09659, -7.57968, -5.27440], [-1.40821, -9.35150, -3.57439], [-3.03926, -9.07465, -2.83073], [-1.17027, -4.93116, 0.49480], [0.01514, -6.24758, 0.39127], [-1.59134, -6.60077, 0.97828], [-2.12241, 3.00373, -2.11694], [-2.70568, 4.40787, -2.07988], [-1.69005, 5.28860, -1.62192], [-1.82875, 6.59165, -1.75332], [-2.84471, 7.23636, -1.80326], [-0.61525, 7.15375, -1.82044], [-0.60457, 8.57023, -1.80444], [-1.99078, 2.61848, -1.10307], [-1.14867, 2.94846, -2.60397], [-2.84453, 2.36842, -2.63102], [-3.59093, 4.34833, -1.44460], [-3.01409, 4.70369, -3.08408], [-1.17079, 8.95645, -0.95544], [-1.06350, 8.96321, -2.71047], [0.42931, 8.88341, -1.70366], [-5.02734, 2.05628, 4.34245], [-3.86094, 1.09564, 4.39887], [-4.07329, -0.10337, 3.64472], [-4.66403, -1.09190, 4.30332], [-5.26068, -0.99492, 5.34048], [-4.47930, -2.21939, 3.60587], [-4.68380, -3.41673, 4.31380], [-5.86747, 1.84735, 5.00150], [-5.33003, 2.14994, 3.30344], [-4.60317, 2.98617, 4.73401], [-3.36981, 0.88302, 5.34889], [-3.03718, 1.58198, 3.86402], [-5.72572, -3.65565, 4.52141], [-4.05948, -3.44279, 5.20784], [-4.33455, -4.24667, 3.69582], [-1.81781, 5.74398, 2.52617], [-0.79210, 4.50502, 1.43865], [-2.35145, 4.92036, 4.16627], [-3.29832, 6.49020, 1.51863], [-1.13133, 6.56042, 2.68864]], "forces_ev_per_angstrom": [[0.534, 0.171, 0.414], [-0.746, -0.024, -0.657], [0.703, -0.665, -0.184], [0.895, 0.927, 0.239], [-0.258, -0.418, 1.345], [-0.393, -0.187, -0.327], [-0.828, -0.259, -0.138], [0.349, 0.308, 0.028], [0.302, -0.270, -0.049], [-0.110, 0.083, -0.055], [0.123, 0.104, 0.130], [-0.348, -0.015, 0.055], [-0.409, 0.231, -0.516], [0.266, 0.133, -0.200], [0.160, 0.462, 0.588], [0.508, -0.762, -0.278], [-0.337, 1.421, -0.258], [-0.214, -0.807, 0.024], [-0.639, 0.051, -1.041], [0.016, -0.370, 0.620], [0.625, -0.826, 1.125], [-0.067, 0.422, -0.213], [-0.190, 0.325, -0.574], [-0.117, -0.225, -0.239], [-0.109, 0.280, -0.035], [-0.064, -0.321, 0.503], [0.264, 0.050, 0.145], [0.097, 0.056, -0.267], [-0.439, -0.231, 0.350], [-0.102, 0.472, -0.153], [0.510, -0.951, 0.112], [-0.362, 0.771, 0.451], [0.295, -0.390, -0.408], [0.018, 0.456, 0.283], [0.327, -0.687, -0.749], [-0.155, 0.235, 0.423], [-0.143, 0.215, 0.004], [0.098, 0.232, -0.302], [0.008, -0.249, -0.008], [-0.165, 0.058, -0.001], [-0.066, 0.146, 0.022], [0.136, -0.054, -0.076], [0.425, -0.533, 0.811], [0.290, 0.118, -0.875], [-0.295, 0.854, 0.314], [0.058, -0.407, 0.834], [0.245, -0.896, -1.024], [-0.525, 0.605, 1.022], [-0.456, 0.363, -0.778], [0.214, -0.107, 0.176], [0.173, 0.008, 0.082], [-0.255, -0.045, -0.102], [-0.179, -0.248, 0.127], [0.077, -0.015, -0.117], [-0.311, 0.346, -0.089], [0.423, 0.024, -0.438], [-0.423, 1.151, 0.602], [-0.327, 0.882, -0.804], [-0.123, 0.115, -0.329], [0.855, -0.029, 0.627], [-0.492, -0.255, -0.002], [-0.243, -0.198, -0.438], [0.129, -0.092, 0.743], [0.266, -0.386, 0.028], [0.065, -0.489, -0.101], [0.179, -0.097, -0.080], [0.265, -0.086, -0.026], [0.053, -0.735, 0.172], [-0.046, 0.042, -0.114], [-0.097, -0.036, 0.005], [-0.026, 0.223, -0.276], [-0.461, -0.201, -0.810], [0.157, 0.018, 1.291], [0.768, -0.760, -0.841], [-0.566, 0.554, 1.159], [-0.085, 0.138, -0.088], [-0.093, 0.075, -0.643], [-0.209, 0.516, 0.162], [0.605, -0.165, 0.253], [-0.018, 0.552, 0.407], [0.159, -0.197, -0.284], [-0.042, -0.156, -0.396], [-0.346, 0.143, -0.290], [0.221, -0.180, 0.146], [-0.059, 0.025, -0.063], [-0.024, -0.306, -0.062], [0.171, 0.514, -0.018], [-1.504, -0.071, -0.467], [0.610, 0.560, -0.354], [0.052, -0.395, 0.357], [-0.018, -0.076, -0.022], [-0.468, 0.367, -0.101], [0.744, -0.505, 0.184], [-0.007, -0.041, 0.048], [0.081, -0.139, 0.146], [0.003, -0.121, -0.092], [0.291, 0.184, 0.551], [0.346, -0.566, 0.040], [-0.120, 0.066, -0.140], [0.000, 0.119, 0.171], [-0.302, -0.020, -0.289], [-0.015, 0.100, 0.251], [-0.204, -0.902, -0.473], [0.521, -0.157, 0.116], [-0.153, 0.953, -0.150], [-0.357, -0.441, -0.119], [0.369, -0.638, 0.311], [-0.357, 0.423, 0.159], [-0.091, 0.011, -0.013], [-0.121, 0.133, -0.251], [0.169, -0.183, -0.001], [0.085, 0.658, 0.202], [-0.033, 0.183, 0.062], [-0.020, -0.083, 0.004], [0.131, 0.040, -0.055], [0.079, -0.115, -0.174], [0.535, 0.119, 0.983], [0.799, 0.546, -0.691], [0.192, -0.188, 0.011], [-0.120, -0.139, 0.051], [0.118, -0.129, 0.186], [0.128, 0.311, -0.400], [0.180, -1.274, 0.138], [-0.039, -0.481, -0.195], [-0.147, 0.251, 0.031], [-0.265, 0.246, -0.424], [-0.824, -0.240, 0.376], [-0.175, -0.047, -0.277], [-0.070, 0.502, 0.280], [-0.330, 0.163, 0.237], [0.121, 0.341, -0.304], [0.125, -0.107, -0.744], [-0.114, 0.198, 0.116], [-0.007, 0.183, 0.067], [0.217, -0.210, 0.232], [-0.105, 0.060, 0.421]], "lowdin_charge": [-0.060, -0.059, -0.004, -0.144, -0.012, -0.057, -0.334, 0.052, 0.087, 0.110, 0.110, 0.122, 0.127, 0.101, -0.035, -0.022, -0.028, -0.156, -0.015, -0.063, -0.324, 0.091, 0.024, 0.104, 0.090, 0.018, 0.116, 0.098, -0.066, -0.053, 0.009, -0.147, -0.008, -0.069, -0.351, 0.081, 0.064, 0.106, 0.104, 0.088, 0.118, 0.106, -0.075, -0.058, -0.005, -0.161, -0.002, -0.056, -0.339, 0.076, 0.072, 0.108, 0.110, 0.121, 0.123, 0.111, -0.054, -0.215, 0.030, -0.618, 0.120, 0.003, -0.039, 0.081, 0.078, 0.082, 0.122, 0.119, 0.085, 0.096, 0.087, -0.056, -0.208, 0.065, -0.625, 0.113, 0.016, -0.043, 0.081, 0.088, 0.068, 0.131, 0.088, 0.088, 0.100, 0.093, -0.067, -0.209, 0.021, -0.609, 0.133, -0.010, -0.025, 0.079, 0.077, 0.076, 0.129, 0.127, 0.071, 0.081, 0.101, -0.048, -0.209, -0.021, -0.654, 0.096, -0.010, -0.049, 0.060, 0.078, 0.078, 0.124, 0.131, 0.096, 0.099, 0.089, -0.058, -0.226, 0.021, -0.610, 0.142, -0.002, -0.059, 0.078, 0.090, 0.037, 0.135, 0.096, 0.098, 0.092, 0.095, -1.589, 0.679, 0.618, 0.637, -0.030], "charge": 0, "gap_ha": 0.3266, "total_energy_ev": -310823.4357}

# 2
{"formula": "BrNO3", "method": "ωB97M-V/def2-TZVPD", "elements": ["O", "N", "O", "O", "Br"], "coordinates": [[0.90557, -1.26149, 0.16553], [1.35518, -0.19005, -0.21066], [0.65099, 0.83256, -0.24205], [-0.88527, 0.99148, 0.25713], [-2.02647, -0.37250, 0.03005]], "forces_ev_per_angstrom": [[1.237, 2.289, -0.660], [-0.812, -4.030, 1.055], [-1.509, 2.209, -0.259], [1.237, -0.330, 0.100], [-0.152, -0.138, -0.237]], "lowdin_charge": [-0.021, -0.089, -0.043, -0.621, 0.774], "charge": 0, "gap_ha": [0.3099, 0.3099], "total_energy_ev": -77667.5228, "e_above_lowest_kcal_mol": 43.4, "smiles": "O=NOOBr"}